ORCA calculation (ωB97M-V/def2-TZVPD) on a gas-phase ion, C2H8N3S (charge +1) at a distorted geometry.

ORCA input file:
```
! RIJCOSX wB97M-V def2-TZVPD def2/J DEFGRID3
* xyz 1 1
C -2.84 0.14 -0.01
C 0.28 -0.19 0.12
N 0.50 1.11 0.04
N 1.37 -0.97 -0.05
N 2.65 -0.39 0.00
S -1.25 -0.99 -0.13
H -3.04 0.62 -0.89
H -2.56 0.89 0.60
H -3.61 -0.55 0.19
H 1.35 1.52 0.00
H 1.13 -1.90 -0.28
H -0.20 1.81 0.24
H 3.19 -0.69 -0.70
H 3.02 -0.43 0.87
*
```

energy relative to the best compared isomer or geometry (same formula, charge and spin) = 128.6 kJ/mol
M = 106.17 g/mol



ORCA calculation (ωB97M-V/def2-TZVPD) on 2 unconnected molecules or ions with the total composition C10H13BrO.

ORCA input file:
```
! RIJCOSX wB97M-V def2-TZVPD def2/J DEFGRID3
* xyz 0 1
Br 3.87 -0.91 -0.10
C 3.12 0.80 -0.40
C 3.53 2.16 0.06
C 2.15 1.65 0.31
C 1.87 1.21 -1.10
H 3.69 2.94 -0.68
H 4.20 2.23 0.91
H 1.55 1.59 1.19
H 1.10 0.46 -1.24
H 1.93 1.93 -1.91
O -1.01 1.64 1.39
C -1.25 0.58 0.85
C -1.63 0.50 -0.57
C -1.89 -0.66 -1.18
C -1.78 -1.97 -0.49
C -0.80 -1.89 0.68
C -1.20 -0.73 1.59
H -1.69 1.45 -1.09
H -2.19 -0.67 -2.22
H -2.77 -2.25 -0.12
H -1.47 -2.74 -1.20
H -0.80 -2.82 1.24
H 0.21 -1.72 0.30
H -2.21 -0.91 1.99
H -0.53 -0.64 2.44
*
```

energy relative to the best compared isomer or geometry (same formula, charge and spin) = 18.0 kJ/mol
M = 229.12 g/mol
SMILES string = Br[C@]12C[C@@H]1C2.O=C1C=CCCC1



ORCA calculation (ωB97M-V/def2-TZVPD) on 5 unconnected molecules or ions with the total composition C5H21NO5S at a distorted geometry.

ORCA input file:
```
! RIJCOSX wB97M-V def2-TZVPD def2/J DEFGRID3
* xyz 0 1
C -1.04 -0.56 -1.37
N 0.04 -0.14 -0.44
C -0.43 0.24 0.86
C -1.64 1.22 0.95
O -2.86 0.47 0.82
C 0.73 0.67 1.83
C 1.63 -0.51 2.10
S 2.95 -0.06 3.30
H -1.89 -0.85 -0.78
H -1.34 0.28 -2.01
H -0.66 -1.34 -2.02
H 0.52 0.63 -0.87
H -0.82 -0.63 1.41
H -1.66 1.81 1.87
H -1.66 1.89 0.08
H -3.28 0.32 1.68
H 1.23 1.45 1.24
H 0.35 1.09 2.76
H 1.16 -1.31 2.68
H 2.10 -1.04 1.27
H 3.04 1.27 3.11
O 0.61 3.23 -0.97
H 0.76 3.83 -0.25
H -0.14 3.55 -1.45
O 2.89 0.28 -2.36
H 2.82 0.11 -3.32
H 2.04 0.67 -2.05
O 1.15 -2.65 -3.36
H 1.24 -2.31 -2.45
H 0.53 -3.39 -3.28
O -2.93 -3.01 0.07
H -2.17 -3.06 0.68
H -3.26 -2.13 0.28
*
```

energy relative to the best compared isomer or geometry (same formula, charge and spin) = 95.6 kJ/mol
M = 207.29 g/mol
SMILES string = CN[C@H](CO)CCS.O.O.O.O



ORCA calculation (ωB97M-V/def2-TZVPD) on a molecular structure, C17H8F6N2O12S2Y at a distorted geometry.

ORCA input file:
```
! RIJCOSX wB97M-V def2-TZVPD def2/J DEFGRID3
* xyz -1 1
Y -1.56 0.24 0.44
O 5.30 -1.02 1.18
C 4.57 -0.82 2.19
O 5.05 -0.40 3.30
C 3.10 -0.89 2.03
C 2.19 -0.54 3.07
C 0.82 -0.43 2.74
N 0.40 -0.53 1.51
C 1.16 -0.99 0.51
C 2.52 -1.20 0.80
C 0.51 -1.38 -0.76
O 1.21 -1.84 -1.63
O -0.75 -1.06 -0.96
H 2.42 -0.40 4.14
H 0.11 -0.25 3.58
H 3.09 -1.71 0.00
F -1.74 0.70 3.08
C -3.04 1.17 3.59
F -3.11 1.01 4.88
F -3.06 2.46 3.24
S -4.29 0.37 2.50
O -3.62 0.79 1.24
O -5.48 1.04 2.94
N -4.49 -1.17 2.70
S -3.28 -2.23 2.23
O -2.34 -2.54 3.27
O -2.72 -1.95 0.89
C -4.37 -3.76 1.98
F -4.78 -4.22 3.19
F -5.45 -3.55 1.21
F -3.59 -4.70 1.41
O 0.81 2.35 -0.28
C -0.01 1.90 -1.06
O -1.37 1.89 -1.01
C 0.59 1.36 -2.33
C -0.25 1.26 -3.47
C 0.25 1.58 -4.71
C 1.62 1.77 -4.74
O 2.38 2.34 -5.75
C 3.73 2.24 -5.34
O 3.77 1.52 -4.06
C 2.45 1.36 -3.69
C 1.97 1.24 -2.39
H -1.29 1.07 -3.40
H -0.34 1.78 -5.58
H 4.06 3.26 -5.19
H 4.33 1.64 -6.05
H 2.53 1.24 -1.43
*
```

energy relative to the best compared isomer or geometry (same formula, charge and spin) = 201.8 kJ/mol
M = 699.28 g/mol



Per-record LUMO level, eV: -3.5188; 0.4365; 0.2464; 1.9281